{"formula": "C2H3N2O2", "method": "ωB97M-V/def2-TZVPD", "elements": ["C", "C", "N", "N", "O", "O", "H", "H", "H"], "positions_angstrom": [[0.651, 0.577, 0.384], [0.092, -0.219, -1.555], [-0.061, 0.398, 1.324], [-0.852, -0.790, -1.856], [1.637, 1.247, 0.018], [-1.183, -0.163, 1.749], [2.410, 0.792, -0.549], [-1.617, -1.414, -2.273], [-1.078, -0.427, 2.759]], "charge": 1, "de_lowest_kcal_mol": 126.9, "gap_ha": 0.3925, "energy_ha": -337.53601, "lumo_ev": -5.3, "homo_energy_ev": -15.975}